(1)
Entry from the OMol25 dataset: 2 unconnected molecules or ions with the total composition C5H12N2O4S (the ωB97M-V functional and the def2-TZVPD basis).

XYZ file:
```
24
C5H12N2O4S, DFT the ωB97M-V functional and the def2-TZVPD basis
H -0.990 -0.695 -2.144
H 2.002 -3.047 0.030
C 1.265 -1.095 -0.520
C -2.887 3.302 0.059
O 0.068 -0.037 1.209
C 1.398 -0.447 0.857
H -0.356 -2.480 -0.054
N -0.849 -0.554 0.419
H 3.218 -1.983 -0.684
H -1.870 3.596 0.313
H 1.986 -2.730 -1.704
H -3.667 2.083 -1.426
O -1.533 1.039 -2.748
N -2.827 2.590 -1.186
H -3.488 4.203 -0.064
C -0.244 -1.475 -0.505
O -0.872 -1.567 -1.724
H 1.735 -1.169 1.609
H 1.419 -0.351 -1.306
H 2.030 0.438 0.891
O -0.289 2.554 -1.229
C 2.177 -2.289 -0.731
S -1.409 1.655 -1.432
H -3.304 2.704 0.874
```

## Properties
Frontier orbital gap (spin up / spin down) = 9.5 / 6.6 eV
HOMO energy (spin up / spin down) = -9.250 / -8.488 eV
LUMO level (spin up / spin down) = 0.241 / -1.928 eV
Energy relative to the best compared isomer or geometry (same formula, charge and spin) = 2.9031 eV
F_max = 1.712 eV Å⁻¹

---

(2)
Entry from the OMol25 dataset: 7 unconnected molecules or ions with the total composition C5H27N2O7 (the ωB97M-V functional and the def2-TZVPD basis).

XYZ file:
```
41
C5H27N2O7, DFT the ωB97M-V functional and the def2-TZVPD basis
H -0.523 0.982 -0.071
N 1.025 -1.415 -1.735
H 0.395 -1.143 3.250
H 0.862 -1.857 -2.637
H -0.833 -2.648 -0.044
H 4.110 -0.223 -1.559
H 1.728 -0.672 -1.814
H -2.413 1.247 -0.190
H -1.466 1.168 4.312
H 4.558 -1.528 -0.926
H -0.750 -0.389 0.822
O -1.327 -2.860 -2.054
C -0.308 -0.933 -1.245
H -0.691 -0.370 -2.094
H -0.796 3.840 0.185
O -2.948 1.972 -0.528
H -2.099 -3.329 -2.370
O -0.602 1.220 3.878
H -0.188 1.890 4.438
C 1.351 0.276 1.930
H 1.426 -2.193 -1.212
C 1.371 -0.984 2.806
H 2.124 -0.784 3.569
C -1.230 -2.079 -0.881
H -3.777 -1.511 0.745
H -3.829 1.779 -0.187
H 1.759 -1.860 2.287
O -3.593 -0.586 0.524
H -2.183 -1.588 -0.663
H 2.244 0.885 2.062
H 1.703 0.747 -0.042
O 3.768 -1.054 -1.210
O 2.001 1.675 -1.749
H 0.505 0.901 2.231
O -0.226 3.600 -0.554
C -0.141 -0.045 -0.009
H 1.566 2.236 -2.406
H -4.164 -0.105 1.137
H -0.726 2.903 -0.991
N 1.216 0.038 0.481
H 2.861 2.102 -1.651
```

## Properties
Frontier orbital gap = 8.9 eV
Net charge = +1
HOMO energy = -11.468 eV
LUMO level = -2.554 eV
Energy relative to the best compared isomer or geometry (same formula, charge and spin) = 2.9399 eV
F_max = 1.774 eV Å⁻¹

---

(3)
Entry from the OMol25 dataset: a molecular structure, C15H28F6N3O2SbW (the ωB97M-V functional and the def2-TZVPD basis).

XYZ file:
```
56
C15H28F6N3O2SbW, DFT the ωB97M-V functional and the def2-TZVPD basis
H -1.454 -3.159 -2.337
H -2.164 3.183 1.627
C -2.931 -1.069 1.642
H 0.112 1.988 -4.080
C 2.711 2.270 0.497
C -2.221 3.184 0.538
C -0.084 1.072 -3.510
F 0.804 -1.495 3.401
H 1.662 -1.042 1.446
H -3.875 -1.459 1.264
H 1.801 -1.108 -2.059
H 1.259 -2.960 0.210
F -0.152 0.548 2.031
W -0.343 0.029 0.160
N 1.613 -0.898 0.428
F 0.936 2.062 3.925
C 0.215 2.572 0.514
H 2.940 -2.484 0.112
H -2.511 0.931 1.547
H -2.178 4.234 0.224
H -3.057 -0.840 2.701
H -2.015 -1.144 -1.669
H -3.210 0.376 0.193
H -1.076 0.742 -3.819
H 2.395 -0.273 0.239
H -2.116 1.767 -1.824
C 1.847 -2.159 -1.746
N -0.997 -1.215 -1.626
H 0.879 -4.012 -2.278
C -0.675 -2.703 -1.726
C 1.366 2.079 -0.118
C -1.148 1.835 -1.337
F -0.727 0.184 4.685
C 1.936 -2.225 -0.221
H 2.771 -2.535 -2.184
C 1.229 1.487 -1.399
C -1.051 2.506 -0.094
H 2.123 1.131 -1.900
C 0.684 -2.941 -2.360
H 2.667 2.313 1.583
N -2.506 0.149 0.893
H 0.679 0.350 -3.805
C -1.876 -2.145 1.521
C 0.001 1.450 -2.068
F 1.993 -0.078 5.681
O -1.909 -3.266 1.838
H -3.185 2.809 0.194
O -0.710 -1.599 0.910
H -0.743 -3.136 -0.733
F 2.454 0.300 2.873
H 0.640 -2.733 -3.433
Sb 1.049 0.211 4.147
H -0.692 -0.835 -2.521
H 3.086 3.236 0.134
H 0.312 2.991 1.511
H 3.441 1.524 0.179
```

## Properties
Frontier orbital gap (spin up / spin down) = 8.8 / 8.3 eV
Net charge = +3
HOMO energy (spin up / spin down) = -20.592 / -20.879 eV
Multiplicity = 2
LUMO level (spin up / spin down) = -11.747 / -12.565 eV
Energy relative to the best compared isomer or geometry (same formula, charge and spin) = 0.0000 eV
F_max = 0.541 eV Å⁻¹

---

Repeat the third record exactly.
Entry from the OMol25 dataset: a molecular structure, C15H28F6N3O2SbW (the ωB97M-V functional and the def2-TZVPD basis).

XYZ file:
```
56
C15H28F6N3O2SbW, DFT the ωB97M-V functional and the def2-TZVPD basis
H -1.454 -3.159 -2.337
H -2.164 3.183 1.627
C -2.931 -1.069 1.642
H 0.112 1.988 -4.080
C 2.711 2.270 0.497
C -2.221 3.184 0.538
C -0.084 1.072 -3.510
F 0.804 -1.495 3.401
H 1.662 -1.042 1.446
H -3.875 -1.459 1.264
H 1.801 -1.108 -2.059
H 1.259 -2.960 0.210
F -0.152 0.548 2.031
W -0.343 0.029 0.160
N 1.613 -0.898 0.428
F 0.936 2.062 3.925
C 0.215 2.572 0.514
H 2.940 -2.484 0.112
H -2.511 0.931 1.547
H -2.178 4.234 0.224
H -3.057 -0.840 2.701
H -2.015 -1.144 -1.669
H -3.210 0.376 0.193
H -1.076 0.742 -3.819
H 2.395 -0.273 0.239
H -2.116 1.767 -1.824
C 1.847 -2.159 -1.746
N -0.997 -1.215 -1.626
H 0.879 -4.012 -2.278
C -0.675 -2.703 -1.726
C 1.366 2.079 -0.118
C -1.148 1.835 -1.337
F -0.727 0.184 4.685
C 1.936 -2.225 -0.221
H 2.771 -2.535 -2.184
C 1.229 1.487 -1.399
C -1.051 2.506 -0.094
H 2.123 1.131 -1.900
C 0.684 -2.941 -2.360
H 2.667 2.313 1.583
N -2.506 0.149 0.893
H 0.679 0.350 -3.805
C -1.876 -2.145 1.521
C 0.001 1.450 -2.068
F 1.993 -0.078 5.681
O -1.909 -3.266 1.838
H -3.185 2.809 0.194
O -0.710 -1.599 0.910
H -0.743 -3.136 -0.733
F 2.454 0.300 2.873
H 0.640 -2.733 -3.433
Sb 1.049 0.211 4.147
H -0.692 -0.835 -2.521
H 3.086 3.236 0.134
H 0.312 2.991 1.511
H 3.441 1.524 0.179
```

## Properties
Frontier orbital gap (spin up / spin down) = 8.8 / 8.3 eV
Net charge = +3
HOMO energy (spin up / spin down) = -20.592 / -20.879 eV
Multiplicity = 2
LUMO level (spin up / spin down) = -11.747 / -12.565 eV
Energy relative to the best compared isomer or geometry (same formula, charge and spin) = 0.0000 eV
F_max = 0.541 eV Å⁻¹

---

> Which of these has the highest F_max?

C5H27N2O7

---

> Number 1 is which compound?

C5H12N2O4S